# 1
The following is a DFT calculation (ωB97M-V with the def2-TZVPD basis set) of a molecular structure, C28H26N4O4S2SeW at a distorted geometry.

The geometry in XYZ format:
```
66
Properties=species:S:1:pos:R:3:forces:R:3:lowdin_spin:R:1
W -0.78553 -1.07459 0.13311 0.97 0.32 -0.31 1.08
Se -1.97528 -3.51568 0.16373 -0.18 0.39 0.28 0.01
S -1.58845 -0.00001 2.09688 -0.03 -0.10 -0.15 0.01
S -2.22342 0.45844 -0.93330 -0.02 0.20 -0.04 0.06
O -1.99559 -5.04120 -0.23341 0.03 -0.48 -0.15 0.01
O -0.50477 -2.95846 0.88484 -0.14 0.23 0.10 0.06
O -1.72032 -2.40829 -1.11766 -0.05 0.06 0.12 0.02
O -3.08428 -2.77426 1.04960 -0.46 -0.54 0.12 0.01
N -5.43660 5.61478 0.03576 0.02 0.00 0.00 0.00
N 0.56420 -0.93601 -1.46281 0.08 0.13 0.00 0.10
N -4.58329 5.03058 3.97527 0.00 -0.05 -0.01 0.00
N 1.12631 -0.57045 0.95252 0.12 0.02 0.00 0.12
C 1.34141 1.23719 2.55723 -0.04 -0.10 -0.17 0.00
C -0.85812 -1.23058 -5.40403 -0.02 -0.05 -0.06 0.00
C 2.17012 -0.53774 0.13547 -0.09 -0.01 0.29 0.17
C -0.16000 0.13655 -3.54325 0.06 0.00 0.17 0.00
C 0.52104 -3.54469 -2.74588 -0.02 0.06 -0.02 0.00
C -0.66833 0.01290 -4.83165 0.00 0.05 0.01 0.00
C 3.57712 -0.28115 0.56771 0.01 0.03 -0.07 0.02
C 1.38270 -0.14194 2.31209 0.07 0.11 0.20 0.01
C 1.88027 -2.52371 3.01672 0.00 0.07 -0.02 0.00
C -0.49830 -2.37599 -4.71240 0.00 0.04 -0.04 0.00
C 1.95567 -0.56483 4.58921 -0.02 0.02 0.00 0.00
C -3.58809 2.67974 -0.13202 -0.07 0.12 -0.02 0.01
C -3.02854 2.25787 2.55996 0.00 0.03 0.09 0.00
C 1.04497 2.20782 1.44496 0.02 -0.04 0.05 0.00
C 1.58794 1.68455 3.84542 -0.03 0.04 0.02 0.00
C 1.88179 0.78859 4.86161 0.01 0.01 0.04 0.00
C 2.89640 -0.68822 -2.29885 0.02 0.02 0.07 0.03
C -4.23502 4.28480 3.17379 0.01 0.07 0.02 0.00
C 0.15340 1.50410 -2.99186 -0.01 -0.02 -0.09 0.00
C -2.55136 1.36554 1.60447 0.00 -0.06 0.02 0.02
C 1.71685 -1.05756 3.30850 -0.01 -0.03 -0.15 0.00
C -3.77235 3.36121 2.17675 0.00 -0.03 0.00 0.00
C 0.12167 -1.03502 -2.83513 -0.08 -0.10 -0.18 0.01
C -4.05738 3.57460 0.81716 0.05 -0.06 -0.04 0.00
C 0.01290 -2.30004 -3.42508 0.08 0.03 0.18 0.00
C -4.82282 4.71345 0.39677 -0.05 0.01 -0.03 0.00
C -2.82703 1.58312 0.25526 0.05 -0.21 0.01 0.02
C 1.85339 -0.73414 -1.23093 -0.14 -0.11 -0.28 0.19
H 0.24442 1.50666 -1.90976 0.00 0.02 0.04 0.00
H -0.61006 -3.34809 -5.17650 0.00 -0.01 0.00 0.00
H -2.81014 2.09286 3.60689 -0.01 0.02 0.00 0.00
H 2.47606 -0.91060 -3.27413 -0.01 -0.01 -0.03 0.00
H 3.97445 0.59845 0.05569 0.01 -0.01 0.01 0.01
H 2.19957 -3.05300 3.91275 0.00 0.00 -0.01 0.00
H 0.19750 1.87324 0.84150 0.00 0.05 0.01 0.00
H 2.63629 -2.68576 2.24364 -0.01 -0.01 -0.01 0.00
H 0.57663 -3.44135 -1.66534 -0.01 -0.02 0.01 0.00
H 3.65522 -0.12721 1.63880 -0.01 0.00 0.00 0.00
H 3.68804 -1.40850 -2.08261 -0.01 0.01 0.00 0.01
H -1.26806 -1.30787 -6.40272 0.00 -0.01 0.00 0.00
H 1.52655 -3.77611 -3.11073 -0.02 -0.01 0.00 0.00
H 2.06473 1.14991 5.86527 0.00 0.00 -0.01 0.00
H -0.11623 -4.39781 -2.97386 -0.01 0.00 0.03 0.00
H 1.09375 1.86964 -3.41536 -0.01 -0.01 0.00 0.00
H 1.90202 2.31591 0.77299 -0.01 -0.01 0.00 0.00
H -0.91166 0.90972 -5.38868 0.01 0.00 0.01 0.00
H 4.20967 -1.12691 0.28850 -0.01 0.00 -0.02 0.01
H 0.95632 -2.96812 2.65803 -0.08 -0.05 -0.04 0.00
H -0.62662 2.21425 -3.26391 0.00 0.01 0.00 0.00
H -3.81165 2.84098 -1.17817 0.00 0.01 0.01 0.00
H 1.54285 2.74712 4.05321 0.00 -0.02 -0.01 0.00
H 2.21109 -1.26189 5.37756 0.00 -0.01 -0.01 0.00
H 3.36097 0.30039 -2.33676 0.00 -0.01 0.00 0.01
H 0.81499 3.19283 1.84719 0.00 0.01 0.00 0.00
```
Positions in Å, forces in eV/Å.

LUMO (spin up / spin down)   -1.27 / -2.41 eV
E_HOMO (spin up / spin down)   -8.14 / -8.77 eV
<S²>   2.01
Gap between HOMO and LUMO (spin up / spin down)   6.87 / 6.36 eV
2S+1   3

***

# 2
The following is a DFT calculation (ωB97M-V with the def2-TZVPD basis set) of a molecular structure, C28H26N5O7PSn at a distorted geometry.

The geometry in XYZ format:
```
68
Properties=species:S:1:pos:R:3:forces:R:3:nbo_charge:R:1
Sn -0.37610 -0.16936 0.08246 -0.85 0.95 0.60 1.46
P -0.46479 -3.13854 -0.38685 0.69 -0.66 -0.89 2.01
O -3.49788 6.65973 0.26424 -0.17 0.05 -0.02 -0.34
O 6.89573 0.17759 -4.19798 -0.03 -0.26 -1.27 -0.53
O 5.01535 -0.31602 -5.26060 -0.28 -0.43 -1.02 -0.03
O -0.69227 -3.02817 -1.93612 -0.05 0.21 0.51 -0.82
O -5.50433 5.93180 -0.11426 0.17 0.29 0.02 -0.29
O 1.10391 -2.99105 -0.23008 -0.45 0.07 0.28 -0.84
O -0.91210 -4.60532 -0.04729 -0.12 0.85 -0.09 -0.78
N 0.25885 -0.16072 2.33029 -0.34 0.13 -0.68 -0.57
N -4.32704 5.79862 0.07993 0.20 -0.72 0.01 0.54
N -0.84744 2.19333 0.06460 0.82 -1.25 0.07 -0.56
N -2.80960 0.33232 0.23453 0.74 -0.54 0.22 -0.58
N 2.17283 0.06975 0.31533 -0.55 0.16 0.19 -0.51
C 1.08583 -0.07965 4.97843 -0.20 0.00 0.02 -0.08
C -1.78570 -3.57546 -2.72582 -0.37 -0.24 -0.48 -0.26
C 2.00267 -3.99854 -0.80127 0.36 -0.22 -0.12 -0.27
C 4.77284 0.04266 -2.98297 -0.37 -0.05 -1.03 -0.12
C 3.39597 0.23388 -3.15727 0.22 0.01 -0.03 -0.12
C -0.62849 -0.23443 3.32288 -0.15 0.02 -0.07 0.09
C 5.30869 -0.13706 -1.71180 0.20 -0.23 0.14 -0.15
C -4.50048 2.03942 0.23051 0.11 -0.22 -0.02 -0.09
C 2.01499 -0.01319 3.94249 -0.02 -0.01 -0.17 -0.14
C -0.25641 -0.19847 4.66182 0.14 -0.01 0.04 -0.18
C -3.16075 1.63148 0.19182 -0.24 0.19 0.03 0.23
C -5.11960 -0.27589 0.34190 -0.12 0.00 -0.03 -0.23
C 2.57779 0.26680 -2.04638 -0.21 0.02 0.30 -0.16
C 3.09283 0.08871 -0.75948 0.46 -0.09 -0.51 0.15
C 5.63372 -0.02328 -4.24411 0.73 0.76 3.03 0.78
C -0.78092 -5.34152 1.19523 -0.06 -0.56 0.51 -0.26
C -0.06174 4.43148 0.00538 -0.02 -0.22 -0.04 -0.23
C -3.76211 -0.58989 0.30229 0.03 -0.06 0.02 0.09
C -5.49667 1.04594 0.30798 0.19 -0.02 -0.01 -0.04
C 4.47798 -0.10045 -0.60870 -0.12 0.07 0.02 -0.19
C 0.15514 3.05893 0.01195 0.10 0.21 0.00 0.08
C -1.35537 4.89859 0.02362 0.00 0.12 -0.01 -0.06
C 1.57209 -0.05506 2.62931 0.00 -0.02 0.42 0.08
C -2.44486 3.99998 0.08039 0.26 -0.28 0.02 0.01
C -4.81722 3.42805 0.18456 0.17 0.23 -0.02 -0.12
C -2.12433 2.61916 0.10853 -0.34 0.58 0.02 0.13
C 2.53491 0.00625 1.53940 0.24 0.11 -0.25 0.21
C -3.84083 4.35777 0.11371 -0.42 0.15 0.00 0.05
H 1.15622 2.64541 -0.03136 0.00 0.06 0.03 0.21
H 1.51481 0.43671 -2.17564 0.03 -0.03 -0.07 0.22
H 3.58112 0.00087 1.84157 -0.01 0.01 -0.01 0.22
H 2.92378 -3.94769 -0.22892 -0.06 0.03 0.04 0.22
H 3.07098 0.07739 4.16268 0.02 -0.02 -0.05 0.27
H -6.54047 1.33289 0.33556 -0.02 -0.02 0.01 0.27
H 4.93392 -0.22589 0.36307 0.01 -0.04 -0.01 0.25
H 1.57826 -4.99624 -0.71998 -0.05 0.03 0.04 0.22
H -2.28217 -4.38981 -2.20525 0.06 0.03 0.07 0.22
H -1.64281 -5.16147 1.83411 0.01 0.16 -0.10 0.22
H 7.30444 0.41727 -3.35184 -0.24 0.12 0.20 0.55
H 0.78137 5.10651 -0.02422 -0.04 0.05 -0.02 0.27
H -2.48635 -2.78278 -2.97886 0.06 0.06 0.18 0.21
H 2.19461 -3.76334 -1.84566 -0.12 0.08 0.02 0.21
H -1.67003 -0.32083 3.03542 -0.01 0.01 0.05 0.23
H -1.01222 -0.26403 5.43255 -0.02 0.01 -0.01 0.28
H 0.14809 -5.10650 1.71191 0.00 0.13 -0.12 0.20
H 2.99080 0.35486 -4.15290 -0.09 0.09 0.05 0.27
H -3.43615 -1.62404 0.33276 -0.04 -0.01 0.00 0.21
H -5.85325 3.74000 0.20707 0.01 0.06 -0.02 0.29
H -5.85709 -1.06443 0.39432 0.03 -0.03 0.01 0.27
H 1.40753 -0.03915 6.01113 0.02 -0.01 0.00 0.28
H -1.34475 -3.94676 -3.64822 0.09 -0.01 0.11 0.24
H -1.54309 5.95910 -0.00122 -0.04 0.06 0.02 0.30
H 6.36277 -0.32495 -1.54608 0.01 -0.02 -0.03 0.26
H -0.78543 -6.39324 0.91540 0.04 0.09 -0.08 0.25
```
Positions in Å, forces in eV/Å.

LUMO (spin up / spin down)   -13.98 / -15.12 eV
E_HOMO (spin up / spin down)   -19.10 / -19.09 eV
Energy relative to the best compared isomer or geometry (same formula, charge and spin)   39.35 kcal/mol
Gap between HOMO and LUMO (spin up / spin down)   5.12 / 3.97 eV
Charge   +4

***

# 3
The following is a DFT calculation (ωB97M-V with the def2-TZVPD basis set) of a molecular structure, C28H27BrIN8OTm at a distorted geometry.

The geometry in XYZ format:
```
67
Properties=species:S:1:pos:R:3:forces:R:3:nbo_charge:R:1
Tm 0.01170 -0.32812 0.48696 -0.99 -0.14 -0.95 1.68
I 1.97180 -2.92742 1.33976 -0.14 -0.70 -0.29 0.30
Br -1.44070 -2.00012 2.60616 -0.38 0.03 -0.01 0.19
O -0.62670 -2.58822 -0.38694 -0.18 0.38 -0.12 -0.69
N 2.06570 -0.02822 -0.60434 -0.10 0.10 0.61 -0.69
N -0.78140 1.18298 2.50236 1.20 -0.05 -0.16 -0.53
N -2.55920 -0.41522 0.64926 0.00 -0.33 0.49 -0.53
N 1.34000 0.65668 1.94696 1.42 -0.44 -0.45 -0.52
N -1.06450 -4.66812 -1.14804 -0.30 0.02 -0.12 -0.75
N 2.61470 0.60448 2.23326 -0.73 0.32 0.32 -0.11
N -0.71500 1.41428 -1.12594 0.14 -0.19 0.27 -0.40
N -1.11060 1.44898 -2.41444 -0.08 -0.10 -0.08 -0.32
C -2.90770 -1.15332 1.70126 0.09 0.01 -0.10 0.16
C 5.86500 -0.41662 1.14966 -0.15 0.17 0.50 -0.25
C 0.51780 1.26958 2.87416 -0.74 0.77 1.10 0.36
C -0.82320 3.54108 -1.85444 0.00 -0.11 0.02 -0.31
C -1.36820 2.40998 4.47326 0.12 -0.13 -0.10 -0.25
C 4.43230 -0.53542 -0.79394 0.18 -0.08 -0.23 -0.30
C -4.19940 -1.30742 2.16756 0.25 -0.10 0.05 -0.25
C 1.94260 -0.01772 -2.00554 -0.07 -0.22 -0.66 0.12
C -0.54280 2.69248 -0.78234 -0.11 0.01 -0.19 0.00
C -0.31190 -3.77792 -0.51484 0.44 0.05 0.20 0.70
C 2.51700 0.79748 -4.20554 0.02 -0.02 0.00 -0.19
C 1.00800 -0.87362 -2.60374 0.24 0.03 0.40 -0.28
C -0.02930 2.49808 4.84656 -0.16 -0.11 -0.27 -0.11
C 2.67830 0.83958 -2.83324 -0.28 -0.04 0.29 -0.18
C 0.93280 1.92838 4.03696 0.04 -0.27 -0.33 -0.26
C -5.90220 1.07038 -0.22364 -0.07 0.23 -0.11 -0.64
C 0.87200 -0.92182 -3.97964 -0.11 -0.01 -0.17 -0.20
C -5.20080 -0.58572 1.53846 0.37 0.14 -0.25 -0.13
C -1.18060 2.70358 -2.88714 0.07 -0.01 0.38 0.01
C 3.29040 -0.10962 -0.05874 -0.43 0.04 0.15 0.25
C 4.82030 0.00798 1.90496 0.52 -0.20 -0.08 -0.14
C 5.65700 -0.69892 -0.21684 -0.43 0.03 -0.17 -0.09
C 1.63310 -0.09632 -4.78994 -0.09 -0.10 0.04 -0.21
C -4.87600 0.23558 0.45916 0.19 -0.35 0.24 -0.02
C 0.99820 -4.32842 0.00246 0.34 0.38 0.39 -0.62
C 3.50780 0.16288 1.36146 -0.26 -0.22 -0.50 0.07
C -3.54470 0.25398 0.04566 -0.21 0.12 -0.13 0.06
C -1.68860 1.75088 3.30066 -0.25 0.00 -0.04 0.06
H 0.18260 -1.62662 -4.42004 -0.09 -0.07 -0.08 0.22
H -1.48080 2.91628 -3.89424 -0.03 -0.04 -0.18 0.25
H 0.85560 -5.26412 0.54296 0.05 0.12 -0.01 0.27
H -5.74710 2.12008 0.02696 -0.06 0.06 -0.02 0.24
H -6.90430 0.79638 0.09406 -0.05 -0.01 -0.05 0.24
H 1.98430 1.96738 4.27016 0.06 0.04 0.03 0.26
H 3.09900 1.45418 -4.83034 0.11 0.13 -0.07 0.24
H 6.84250 -0.55892 1.57996 0.08 0.02 0.10 0.24
H 4.29180 -0.80822 -1.82884 0.05 0.04 -0.04 0.23
H 4.93170 0.19478 2.96106 0.02 0.12 0.10 0.24
H -4.40950 -1.97372 2.98886 0.00 0.03 0.13 0.26
H -5.83550 0.97908 -1.30614 -0.04 -0.01 -0.05 0.24
H -0.23780 2.96038 0.21456 0.06 -0.05 0.11 0.24
H -3.26190 0.84408 -0.81664 0.06 0.06 0.01 0.21
H 0.25150 3.01378 5.75146 0.05 0.03 0.09 0.24
H -0.76650 4.60848 -1.87274 0.00 0.23 -0.01 0.26
H -2.72280 1.67088 2.98466 0.00 -0.02 -0.04 0.20
H 6.47770 -1.08032 -0.80534 0.05 -0.02 -0.11 0.24
H 1.54730 -0.16402 -5.86194 -0.03 0.06 -0.14 0.24
H -2.14520 2.83658 5.08536 -0.10 0.06 0.01 0.25
H -0.78510 -5.63232 -1.24664 0.02 0.09 0.06 0.43
H 1.68240 -4.49112 -0.83384 -0.05 0.04 0.14 0.27
H 0.41150 -1.54502 -1.98614 0.21 0.04 -0.16 0.21
H -6.22070 -0.65512 1.88826 -0.07 -0.02 0.00 0.25
H -1.26170 0.60028 -2.94074 0.18 0.04 0.15 0.43
H -1.94790 -4.39592 -1.55434 0.05 0.06 0.04 0.43
H 3.36610 1.54198 -2.38784 0.11 0.06 0.05 0.23
```
Positions in Å, forces in eV/Å.

LUMO (spin up / spin down)   -6.12 / -6.12 eV
E_HOMO (spin up / spin down)   -12.59 / -12.59 eV
Energy relative to the best compared isomer or geometry (same formula, charge and spin)   8.03 kcal/mol
<S²>   2.00
Gap between HOMO and LUMO (spin up / spin down)   6.47 / 6.47 eV
2S+1   3
Charge   +2